[1]
A molecular structure, C24H32Cl2O2Sr at a distorted geometry. Source: the OMol25 dataset; level of theory: ωB97M-V/def2-TZVPD.

* HOMO energy: -6.92 eV
* lowest unoccupied orbital energy: -0.035 hartree

Each line ends with the natural charge from an NBO analysis.
Cartesian coordinates (Å):
1 Sr 0.03 -0.14 0.36  1.8640
2 C 2.24 1.48 0.82  -0.4660
3 C 1.95 0.63 2.00  -0.3882
4 C 1.29 1.52 2.93  0.0284
5 C 1.23 2.77 2.35  -0.3196
6 C 1.83 2.78 1.08  -0.0849
7 C 1.90 3.97 0.16  -0.0683
8 C 2.67 5.11 0.86  -0.5944
9 C 0.48 4.44 -0.18  -0.5882
10 C 2.61 3.62 -1.15  -0.5973
11 C 0.57 1.21 4.24  -0.1099
12 C -0.32 2.40 4.66  -0.5979
13 C -0.38 0.02 4.07  -0.6010
14 C 1.51 0.96 5.43  -0.6003
15 C 3.02 -0.44 2.31  -0.0539
16 C 3.69 -0.98 1.04  -0.5944
17 C 4.11 0.25 3.15  -0.6057
18 C 2.50 -1.68 3.05  -0.6015
19 H 2.97 1.22 0.07  0.2138
20 H 0.78 3.64 2.79  0.1982
21 H 2.16 5.42 1.76  0.2082
22 H 2.75 5.97 0.19  0.1991
23 H 3.67 4.78 1.13  0.2110
24 H -0.05 4.75 0.72  0.2101
25 H -0.08 3.63 -0.64  0.1909
26 H 0.51 5.28 -0.86  0.2002
27 H 3.64 3.31 -0.97  0.2089
28 H 2.62 4.48 -1.81  0.2052
29 H 2.09 2.80 -1.66  0.1956
30 H -1.03 2.66 3.87  0.2085
31 H 0.28 3.28 4.90  0.2088
32 H -0.89 2.14 5.55  0.2019
33 H -1.12 0.24 3.29  0.1903
34 H -0.91 -0.19 5.00  0.2094
35 H 0.16 -0.88 3.78  0.2073
36 H 2.19 1.81 5.55  0.2131
37 H 2.10 0.06 5.31  0.2017
38 H 0.93 0.86 6.34  0.2023
39 H 4.33 -0.24 0.56  0.2112
40 H 2.94 -1.33 0.32  0.1771
41 H 4.33 -1.82 1.30  0.2096
42 H 4.55 1.07 2.58  0.2114
43 H 4.90 -0.46 3.40  0.1938
44 H 3.70 0.66 4.06  0.2120
45 H 1.71 -2.16 2.46  0.1908
46 H 2.12 -1.45 4.04  0.2053
47 H 3.31 -2.39 3.17  0.2039
48 Cl -5.98 -4.62 -0.05  0.0106
49 C -4.80 -3.35 -0.01  -0.0996
50 C -5.23 -2.01 0.00  -0.1771
51 C -4.30 -1.02 0.06  -0.1114
52 Cl -4.80 0.63 0.06  0.0281
53 C -2.88 -1.25 0.14  0.4176
54 O -2.08 -0.29 0.26  -0.8604
55 C -2.49 -2.63 0.07  -0.2534
56 C -1.13 -3.03 0.05  0.4435
57 O -0.12 -2.32 0.12  -0.7579
58 C -3.47 -3.65 0.00  -0.1702
59 H -6.28 -1.79 -0.04  0.2454
60 H -0.98 -4.12 -0.04  0.1376
61 H -3.13 -4.68 -0.03  0.2266

***

[2]
3 unconnected molecules or ions with the total composition C37H32BrF2N3O7P at a distorted geometry. Source: the OMol25 dataset; level of theory: ωB97M-V/def2-TZVPD.

* HOMO energy: -11.23 eV
* charge: +1
* lowest unoccupied orbital energy: -0.206 hartree

Each line ends with the Mulliken charge.
Cartesian coordinates (Å):
1 C 5.75 -2.88 3.02  -0.6543
2 C 4.86 -2.08 3.60  -0.6722
3 C 3.45 -2.57 3.97  -0.5637
4 C 2.43 -2.36 2.80  0.6675
5 F 3.18 -1.67 1.84  -0.4077
6 N 1.96 -3.47 2.00  0.3138
7 C 0.99 -4.43 2.60  -0.1444
8 Br 0.69 -5.86 1.27  -0.0054
9 C 1.48 -5.11 3.88  -0.6886
10 C 2.71 -6.03 3.63  -1.3661
11 C 1.12 -2.74 1.07  -0.4041
12 N 0.96 -2.94 -0.22  -0.1486
13 N 0.51 -1.72 1.71  -0.0751
14 C 1.20 -1.38 2.94  0.4757
15 F 1.77 -0.16 2.80  -0.2495
16 P 0.25 -1.21 4.56  0.8915
17 O 0.44 0.13 5.00  -0.6318
18 O 0.76 -2.22 5.70  -0.5149
19 O -1.33 -1.40 4.24  -0.5526
20 H 5.49 -3.37 2.08  0.2565
21 H 6.73 -3.08 3.44  0.3085
22 H 5.04 -1.03 3.82  0.4028
23 H 3.56 -3.60 4.27  0.1347
24 H 3.15 -1.95 4.81  0.5012
25 H -0.01 -4.02 2.79  0.3187
26 H 0.68 -5.77 4.22  0.5280
27 H 1.75 -4.42 4.67  0.2615
28 H 2.37 -7.05 3.47  0.4254
29 H 3.35 -5.99 4.51  0.3957
30 H 3.29 -5.66 2.78  0.4025
31 H 1.29 -2.30 -0.93  0.3374
32 H 0.41 -3.72 -0.55  0.2439
33 H -0.50 -1.75 1.70  0.5187
34 H 0.07 -2.90 5.84  0.3725
35 H -1.44 -2.28 3.82  0.3385
36 C -3.12 -2.89 -8.54  -0.4833
37 C -2.67 -4.04 -7.91  -0.5107
38 C -2.21 -3.98 -6.60  -0.5427
39 C -2.19 -2.77 -5.93  0.2036
40 C -2.62 -1.60 -6.58  0.1375
41 C -3.09 -1.67 -7.88  -0.5644
42 C -2.55 -0.28 -5.89  0.5724
43 O -2.93 0.73 -6.45  -0.6379
44 C -2.01 -0.23 -4.50  0.2959
45 C -1.89 1.00 -3.86  -0.9495
46 C -1.40 1.06 -2.57  -0.4111
47 C -1.04 -0.11 -1.91  0.1469
48 C -1.16 -1.34 -2.55  -1.0161
49 C -1.63 -1.40 -3.85  0.1498
50 C -1.71 -2.72 -4.52  0.6488
51 O -1.39 -3.73 -3.93  -0.7072
52 H -3.48 -2.94 -9.56  0.4123
53 H -2.68 -4.99 -8.43  0.4062
54 H -1.87 -4.88 -6.11  0.4549
55 H -3.43 -0.78 -8.38  0.4826
56 H -2.18 1.91 -4.37  0.4957
57 H -1.30 2.01 -2.07  0.5324
58 H -0.66 -0.07 -0.89  0.3385
59 H -0.87 -2.25 -2.04  0.5722
60 C 0.25 2.46 1.18  -0.1657
61 C 1.27 3.10 1.87  -0.6353
62 C 1.27 4.48 2.00  -0.7273
63 C 0.25 5.23 1.41  0.1382
64 C -0.76 4.59 0.70  0.0418
65 C -0.76 3.20 0.59  -0.6307
66 C -1.83 5.37 0.03  0.6013
67 O -2.71 4.81 -0.59  -0.6782
68 C -1.79 6.85 0.12  0.1834
69 C -2.75 7.60 -0.54  -0.5516
70 C -2.74 8.99 -0.45  -0.4914
71 C -1.77 9.62 0.32  -0.4753
72 C -0.80 8.88 0.98  -0.5682
73 C -0.81 7.49 0.88  0.1930
74 C 0.25 6.71 1.57  0.6261
75 O 1.10 7.26 2.23  -0.6497
76 H 0.25 1.38 1.09  0.3524
77 H 2.07 2.52 2.32  0.4447
78 H 2.06 4.98 2.54  0.4807
79 H -1.56 2.71 0.05  0.7065
80 H -3.51 7.11 -1.14  0.4716
81 H -3.48 9.57 -0.97  0.4080
82 H -1.76 10.70 0.40  0.4068
83 H -0.05 9.37 1.57  0.4762

***

[3]
C7H11NO2 in the gas phase at a distorted geometry. Source: the OMol25 dataset; level of theory: ωB97M-V/def2-TZVPD.

* energy above the lowest of the compared OMol25 structures with the same formula, charge and spin: 93.4 kcal per mole
* HOMO energy: -9.39 eV
* lowest unoccupied orbital energy: 0.030 hartree

Each line ends with the natural charge from an NBO analysis.
Cartesian coordinates (Å):
1 C 0.67 0.99 -0.48  0.2217
2 C -0.27 1.64 -1.16  -0.4308
3 C -1.59 1.22 -0.48  -0.4166
4 C -1.31 -0.24 -0.19  -0.0451
5 C -1.67 -0.67 1.38  -0.3862
6 C -0.33 -1.72 1.64  -0.5169
7 C 0.80 -1.24 0.54  0.7313
8 H 2.20 0.24 -0.98  0.4926
9 H 1.03 1.49 0.53  0.1753
10 H -0.38 1.30 -2.27  0.2210
11 H -0.04 2.72 -1.27  0.2352
12 H -2.40 1.34 -1.24  0.2254
13 H -1.65 1.98 0.39  0.2061
14 H -1.90 -0.86 -0.85  0.1911
15 H -1.81 0.25 1.88  0.2098
16 H -2.50 -1.27 1.23  0.2049
17 H -0.57 -2.64 1.15  0.2195
18 H -0.35 -1.73 2.72  0.2511
19 N 0.06 -0.40 -0.37  -0.4918
20 O 1.78 1.08 -1.35  -0.7181
21 O 2.00 -1.07 0.57  -0.5795